*w*
Below is a 9-piece molecular cluster, C5H28N2O9 overall, with properties calculated with ωB97M-V/def2-TZVPD.

Summary:
- molar mass (u) = 260.28
- HOMO (eV) = -9.156

```
44
Properties=species:S:1:pos:R:3:mulliken_charge:R:1
C 0.9595 1.7450 -0.4218 -0.933
N 0.7807 0.4446 -1.0859 -0.082
C -0.5150 -0.2273 -1.1372 0.831
C -0.8612 -0.8493 0.2174 -0.515
C -1.9452 -1.8970 0.3240 -0.126
O -2.9938 -1.7561 0.9423 -0.577
C -1.5689 0.8216 -1.6023 -0.960
N -2.7718 0.0914 -2.1000 -0.613
H 0.4043 1.7615 0.5606 0.125
H 1.9967 1.8932 -0.2693 0.506
H 0.8292 2.5758 -1.0883 0.249
H 1.4231 -0.1528 -0.5612 0.108
H -0.4862 -1.0291 -1.8892 0.094
H 0.0285 -1.2095 0.7763 0.379
H -0.9793 -0.1165 1.0518 0.016
H -1.8002 -2.8903 -0.0811 0.408
H -1.8266 1.6666 -0.9476 0.201
H -1.0106 1.4642 -2.3081 0.363
H -3.5563 0.4070 -1.5436 0.273
H -3.1056 0.5091 -2.9925 0.287
H 2.9185 -2.1187 -0.7991 0.371
H 3.1994 -2.8420 0.5672 0.333
O 3.4989 -2.1220 -0.0007 -0.669
H -4.3457 0.6649 1.8365 0.277
H -3.1488 -0.0062 1.2055 0.396
O -3.4240 0.8523 1.5981 -0.668
H 1.6420 -1.3472 -2.6042 0.341
H 2.9713 -2.0071 -2.5664 0.354
O 2.0556 -2.1553 -2.2504 -0.716
H -1.4283 2.1745 1.8391 0.297
H -2.3846 1.6415 2.9785 0.332
O -1.4822 1.8419 2.7331 -0.651
H 0.7853 -1.9437 3.8764 0.309
H 1.5669 -1.0450 3.1031 0.317
O 1.1472 -1.9192 2.9753 -0.611
H 4.4621 1.1757 1.0725 0.327
H 3.5776 0.2339 0.7280 0.223
O 3.7411 1.1437 0.4161 -0.589
H -0.3519 -0.0805 -4.5516 0.314
H -0.4558 1.2794 -3.8579 0.331
O 0.0668 0.7865 -4.4923 -0.634
H 0.1582 1.2582 3.6879 0.374
H 1.3133 0.6429 2.8930 0.282
O 0.9159 0.6395 3.7682 -0.676
```


*x*
Below is a 9-piece molecular cluster, C5H28N2O9 overall, with properties calculated with ωB97M-V/def2-TZVPD.

Summary:
- molar mass (u) = 260.28
- HOMO (eV) = -9.169

```
44
Properties=species:S:1:pos:R:3:mulliken_charge:R:1
O -3.9108 0.0447 -1.1009 -0.628
C -3.1294 -0.8114 -0.6814 0.033
N -2.1964 -0.5647 0.2443 0.094
C -1.2997 -1.5908 0.7607 0.475
C -0.3806 -1.0017 1.8334 -0.410
C 0.9697 -1.6893 2.0970 -0.883
N 1.6700 -1.8532 0.8219 -0.362
C -2.2300 -2.6105 1.4685 -1.480
H -3.2096 -1.8684 -0.9746 0.334
H -1.9884 0.3898 0.5322 0.106
H -0.6869 -2.1068 0.0187 0.138
H -0.8649 -1.0449 2.8070 0.187
H -0.1081 0.0027 1.5070 -0.032
H 1.5393 -1.1296 2.8449 0.419
H 0.7291 -2.6358 2.5898 0.489
H 2.4827 -2.4723 0.8592 0.242
H 2.0480 -0.9500 0.5100 0.151
H -2.6133 -2.1516 2.3777 0.366
H -3.0409 -2.9674 0.8419 0.429
H -1.6711 -3.4918 1.7967 0.382
H 1.2653 1.0842 2.0126 0.359
H 1.1658 2.4580 2.5420 0.269
O 1.1685 1.5885 2.8334 -0.571
H 1.9768 -2.0619 -1.8689 0.341
H 1.5045 -3.4540 -2.1044 0.306
O 1.4730 -2.5931 -2.4995 -0.605
H -1.4157 3.7942 0.0211 0.311
H -0.9875 3.3986 1.4831 0.288
O -1.6014 3.2725 0.7577 -0.618
H 3.1134 0.4588 -1.0322 0.267
H 3.8740 -0.8179 -1.1278 0.322
O 2.9468 -0.5088 -1.0364 -0.667
H 3.3873 2.8298 -0.1649 0.279
H 1.8795 2.4130 -0.4024 0.422
O 2.8134 2.1213 -0.4219 -0.706
H 0.9325 4.0138 -1.2649 0.297
H -0.2300 3.0122 -1.1787 0.444
O 0.5423 3.3897 -0.6415 -0.738
H -0.0450 -0.2580 -3.8607 0.329
H -0.5879 -0.6642 -2.5382 0.279
O -0.7682 0.0227 -3.2434 -0.668
H -0.8826 1.9308 -2.8434 0.394
H -2.2855 2.4139 -2.1739 0.313
O -1.3478 2.6588 -2.4009 -0.697
```


Short version: *x* is the most stable of them.


*w*
Below is a single C6H14Si molecule, with properties calculated with ωB97M-V/def2-TZVPD.

Summary:
- molar mass (u) = 114.26
- HOMO (eV) = -9.303

```
21
Properties=species:S:1:pos:R:3:mulliken_charge:R:1
C 1.3116 2.7573 -0.3773 -0.529
C 1.2846 1.5117 -0.0316 -0.429
C 0.5556 -1.5860 -1.7197 -1.152
C -1.9663 0.3685 -0.3847 -1.107
C -0.5695 -0.2912 2.3624 -1.225
C 0.3528 -1.7652 -0.1556 -0.754
Si -0.3656 -0.0693 0.4412 0.452
H 2.2984 3.3049 -0.3546 0.211
H 0.5141 3.3824 -0.7007 0.268
H 2.2065 1.0758 0.3012 0.238
H 1.3144 -2.3220 -1.9342 0.350
H -0.2301 -1.7657 -2.4225 0.295
H 0.8778 -0.5894 -1.7153 0.323
H -2.5285 1.0834 0.2160 0.315
H -1.9333 0.7082 -1.3664 0.380
H -2.5532 -0.5377 -0.4632 0.362
H -0.2127 0.6715 2.8054 0.340
H -1.6141 -0.3142 2.6271 0.350
H 0.0186 -1.0413 2.7833 0.374
H 1.3560 -1.9037 0.0509 0.395
H -0.1172 -2.6781 0.0380 0.544
```


*x*
Below is C6H14Si as an isolated structure, with properties calculated with ωB97M-V/def2-TZVPD.

Summary:
- molar mass (u) = 114.26
- HOMO (eV) = -8.505

```
21
Properties=species:S:1:pos:R:3:mulliken_charge:R:1
C 1.0925 0.1564 1.0210 -1.041
C -0.4347 -0.0920 1.0245 1.361
C -1.4130 0.7481 1.8378 -1.392
C -0.7337 -1.5876 1.0903 -1.751
C 0.2054 2.0900 -1.5089 -1.357
C 0.9766 -1.2861 -2.2862 -1.024
Si 0.3458 0.4343 -0.5945 0.197
H 1.5457 0.7749 1.8094 0.366
H 1.6659 -0.8372 1.0691 0.267
H -2.4366 0.3963 1.5007 0.297
H -1.0668 1.7158 1.6483 0.470
H -1.2814 0.4199 2.9037 0.295
H -0.0862 -2.0161 1.8396 0.421
H -0.2709 -2.1112 0.2807 0.284
H -1.7247 -1.8045 1.2155 0.470
H 0.0051 2.0160 -2.5266 0.428
H -0.5990 2.7199 -1.2709 0.432
H 1.0584 2.7726 -1.5399 0.417
H 0.9123 -2.2598 -1.7278 0.277
H 0.2145 -1.2094 -3.0175 0.322
H 2.0247 -1.0404 -2.7683 0.261
```


Short version: *w* is the most stable of them.


*w*
Below is a 2-piece molecular cluster, C4H3FN2 overall, with properties calculated with ωB97M-V/def2-TZVPD.

Summary:
- molar mass (u) = 98.08
- HOMO (spin up / spin down) (eV) = -9.963 / -11.194

```
10
Properties=species:S:1:pos:R:3:mulliken_charge:R:1
C -0.7164 1.3799 -0.4090 0.281
C -1.6826 -1.4955 -0.0244 -0.038
C 1.2991 -0.1013 -0.0040 -0.943
C 0.0768 0.6088 0.4289 0.466
N -1.3378 2.0594 -1.1029 -0.251
N -2.3855 -2.3461 -0.3136 -0.353
F -0.1157 0.7113 1.7413 -0.184
H 1.4758 -0.9660 0.6355 0.335
H 1.2193 -0.4133 -1.0435 0.331
H 2.1669 0.5628 0.0917 0.356
```


*x*
Below is a single C4H3FN2 molecule, with properties calculated with ωB97M-V/def2-TZVPD.

Summary:
- molar mass (u) = 98.08
- HOMO (eV) = -10.125

```
10
Properties=species:S:1:pos:R:3:mulliken_charge:R:1
C -0.6343 -0.4905 0.0138 0.757
C 0.5052 -1.2033 0.0198 -0.467
C 1.4941 -0.1161 -0.0463 -0.120
C -0.3244 0.9673 -0.0068 0.193
H 0.5407 -2.2983 0.1190 0.380
H 2.5550 -0.3901 -0.0039 0.375
H -2.1555 1.5231 0.0301 0.288
N 1.0819 1.0866 -0.0668 -0.555
N -1.1766 1.8766 0.0139 -0.575
F -1.8862 -0.9552 -0.0727 -0.276
```


Short version: *x* is the most stable of them.


*w*
Below is a 2-piece molecular cluster, CH7NOS2 overall, with properties calculated with ωB97M-V/def2-TZVPD.

Summary:
- molar mass (u) = 113.21
- HOMO (eV) = -9.257

```
12
Properties=species:S:1:pos:R:3:mulliken_charge:R:1
S 2.7594 -0.0957 1.4047 -0.151
S 3.5416 1.6051 2.2965 -0.176
H 2.7581 0.2818 0.0919 0.157
H 4.7510 1.7771 1.6886 0.166
N -1.1031 0.1963 -1.4761 -0.639
C -1.9128 -0.8297 -0.7637 -0.121
O -2.8091 -0.1020 0.0690 -0.504
H -1.0273 0.9373 -0.7923 0.255
H -0.1607 -0.1556 -1.5434 0.236
H -2.5480 -1.4164 -1.4332 0.236
H -1.1691 -1.4718 -0.2800 0.245
H -3.0800 -0.7263 0.7378 0.296
```


*x*
Below is a 2-piece molecular cluster, CH7NOS2 overall, with properties calculated with ωB97M-V/def2-TZVPD.

Summary:
- molar mass (u) = 113.21
- HOMO (eV) = -9.594

```
12
Properties=species:S:1:pos:R:3:mulliken_charge:R:1
S -1.5184 0.8590 -3.6552 -0.188
S -0.5919 -0.4599 -2.4000 -0.153
H -0.9782 0.6126 -4.8789 0.165
H 0.4481 0.3219 -2.1262 0.172
N 0.9480 0.1592 2.9165 -0.536
C 1.8085 -0.5458 3.8157 -0.210
O 1.1784 -0.4159 5.1714 -0.559
H 0.0063 -0.1101 3.1854 0.253
H 1.1325 1.1456 3.0456 0.249
H 1.7519 -1.6259 3.7414 0.260
H 2.7984 -0.1120 3.9229 0.274
H 1.7909 -0.6150 5.8904 0.272
```


Short version: *x* is the most stable of them.


*w*
Below is a 13-piece molecular cluster, ClH24O16 overall, with properties calculated with ωB97M-V/def2-TZVPD.

Summary:
- molar mass (u) = 315.63
- net charge = -1
- HOMO (eV) = -6.855

```
41
Properties=species:S:1:pos:R:3:mulliken_charge:R:1
Cl 0.2895 -1.0760 -0.7215 1.447
O -0.3964 -1.8258 -1.8110 -0.854
O -0.1629 0.3533 -0.6407 -0.231
O 0.0417 -1.7789 0.5890 -0.599
O 1.7629 -1.0808 -0.9551 -0.856
O -2.7925 -2.7484 1.1791 -0.786
H -2.9622 -2.4290 0.3204 0.405
H -1.8917 -3.0568 1.0105 0.307
O -0.9284 0.2211 -3.7716 -0.763
H -1.0181 -0.5404 -3.2274 0.400
H -1.7832 0.6573 -3.6842 0.331
O -0.7273 3.3041 0.5874 -0.686
H -0.3974 2.7852 1.2917 0.329
H -1.1544 2.6201 0.0794 0.393
O 1.4586 -1.7417 3.0450 -0.597
H 1.2633 -2.3342 2.3230 0.302
H 0.5961 -1.8285 3.4864 0.294
O 2.0668 2.0986 -0.4293 -0.698
H 1.7474 1.9753 0.4471 0.395
H 2.4354 1.2409 -0.6155 0.311
O 0.0232 2.4474 -2.5256 -0.755
H 0.4360 2.1516 -1.6954 0.370
H -0.3076 1.5512 -2.8005 0.502
O 0.7385 1.1829 1.9639 -0.595
H 1.6278 1.1098 2.2413 0.237
H 0.4191 0.3047 1.7385 0.280
O 4.0434 0.4135 -1.7262 -0.655
H 3.3908 -0.0883 -2.2384 0.341
H 4.2674 0.0051 -0.8665 0.418
O -2.5569 1.3170 -0.1665 -0.674
H -1.7828 0.8611 0.1511 0.325
H -3.0372 1.5748 0.6085 0.284
O -2.2377 -0.4967 2.6834 -0.609
H -2.3847 -1.2587 2.1222 0.420
H -2.8863 -0.7010 3.3710 0.291
O 3.9146 -0.9485 0.6966 -0.745
H 3.8165 -0.2124 1.2588 0.314
H 3.1973 -1.0171 0.0108 0.447
O -2.9958 -1.2583 -1.1148 -0.823
H -3.0670 -0.3800 -0.8445 0.436
H -2.0657 -1.3731 -1.3704 0.345
```


*x*
Below is a 13-piece molecular cluster, ClH24O16 overall, with properties calculated with ωB97M-V/def2-TZVPD.

Summary:
- molar mass (u) = 315.63
- net charge = -1
- HOMO (eV) = -7.118

```
41
Properties=species:S:1:pos:R:3:mulliken_charge:R:1
Cl -23.9793 7.8671 -2.1800 1.540
O -25.0632 7.2182 -1.2885 -0.672
O -24.4084 9.2517 -2.5970 -0.885
O -22.6964 8.0610 -1.3875 -0.067
O -23.7253 7.0874 -3.4068 -0.834
O -22.2516 5.3167 -1.0144 -0.495
H -21.5527 5.7963 -1.4728 0.240
H -21.6389 4.7825 -0.5191 0.271
O -24.6216 4.8498 -0.1341 -0.714
H -23.8008 5.0760 -0.6175 0.350
H -25.2333 5.3812 -0.5810 0.391
O -23.3552 7.5487 -6.0637 -0.639
H -23.5173 7.1721 -5.2120 0.484
H -23.9026 7.0544 -6.7292 0.290
O -20.0518 8.8372 -1.1855 -0.668
H -20.9367 8.6262 -1.5735 0.440
H -19.3423 8.3251 -1.6592 0.241
O -21.9669 10.7474 -0.2712 -0.722
H -22.6679 10.0911 -0.1676 0.350
H -21.1409 10.2592 -0.3286 0.435
O -22.2414 12.0395 -2.9217 -0.690
H -22.4084 11.6708 -2.0833 0.373
H -22.5076 11.3399 -3.5219 0.384
O -23.2346 9.9161 -4.7835 -0.790
H -23.6773 9.7652 -3.9608 0.426
H -23.5640 9.1902 -5.3109 0.316
O -21.2587 7.6556 1.0586 -0.628
H -21.7341 7.8951 0.2923 0.216
H -21.9001 7.1720 1.5490 0.325
O -20.5844 6.2497 -2.9108 -0.684
H -19.6323 6.5920 -2.9464 0.245
H -21.0841 6.8626 -3.4399 0.317
O -20.8385 8.4001 -4.4693 -0.597
H -20.5700 8.4863 -5.3322 0.242
H -21.6891 8.8580 -4.4505 0.307
O -24.3181 4.4891 -3.1143 -0.628
H -24.7401 5.3636 -3.0579 0.294
H -23.4511 4.5727 -2.7262 0.380
O -24.1500 9.1959 0.7407 -0.635
H -24.7713 9.5255 0.1303 0.239
H -24.6274 8.7595 1.4932 0.254
```


Short version: *w* is the most stable of them.


*w*
Below is a 2-piece molecular cluster, Cl3H3Si2 overall, with properties calculated with ωB97M-V/def2-TZVPD.

Summary:
- molar mass (u) = 165.56
- HOMO (eV) = -9.017

```
8
Properties=species:S:1:pos:R:3:mulliken_charge:R:1
Si -2.0136 0.1326 0.2315 0.645
Si 3.8946 -0.3745 -0.9357 0.220
Cl -3.6001 0.9874 -0.5526 -0.207
Cl -2.2623 -1.8672 0.1406 -0.206
Cl 2.4193 -0.7625 0.4235 -0.152
H -0.9963 0.5793 -0.6439 -0.123
H -1.9347 0.5698 1.6153 -0.110
H 4.4932 0.7350 -0.2787 -0.066
```


*x*
Below is a single Cl3H3Si2 molecule, with properties calculated with ωB97M-V/def2-TZVPD.

Summary:
- molar mass (u) = 165.56
- HOMO (eV) = -9.877

```
8
Properties=species:S:1:pos:R:3:mulliken_charge:R:1
Si 0.7924 -0.6564 -0.8653 0.410
Si -0.7534 0.8043 0.8162 0.426
Cl 0.0805 -0.3786 -2.7004 -0.192
Cl 0.5177 1.5093 2.2728 -0.214
Cl -2.1106 -0.3656 1.7894 -0.209
H 0.8912 -2.1793 -0.8178 -0.090
H 2.1524 -0.6785 -0.5739 -0.094
H -1.5703 1.9450 0.0790 -0.037
```


Short version: *x* is the most stable of them.